# 1
This record from the OMol25 dataset describes a structure of composition C34H28BrN6O6Rh at a distorted geometry. The level of theory is ωB97M-V with the def2-TZVPD basis set.

Energy relative to the best compared isomer or geometry (same formula, charge and spin) = 140.5 kcal per mole
Calculated total energy = -4776.78610 hartree
E_LUMO = -0.2 eV
HOMO energy = -7.22 eV

Geometry as ORCA input:
```
! RIJCOSX wB97M-V def2-TZVPD def2/J DEFGRID3
* xyz 0 1
Rh -0.367 -1.367 -0.591
O 3.071 -2.320 2.131
C 2.456 -1.818 3.230
C 3.194 -1.579 4.387
C 2.592 -1.079 5.524
C 1.226 -0.820 5.525
C 0.492 -1.056 4.379
C 1.081 -1.545 3.210
C 0.253 -1.706 1.984
O 0.809 -2.050 0.877
N -1.023 -1.387 2.122
N -1.653 -1.426 0.891
C -2.924 -1.290 0.824
C -3.746 -1.563 -0.351
C -5.182 -1.402 -0.170
C -6.085 -2.122 -0.854
C -5.641 -3.184 -1.747
C -4.348 -3.413 -1.981
C -3.257 -2.614 -1.346
O -0.953 -3.052 -1.391
H 3.993 -2.496 2.348
H 4.258 -1.791 4.384
H 3.190 -0.892 6.406
H 0.739 -0.436 6.411
H -0.570 -0.858 4.361
H -3.443 -1.079 1.758
H -5.508 -0.708 0.598
H -7.143 -1.978 -0.686
H -6.387 -3.821 -2.206
H -4.002 -4.218 -2.615
Br 5.813 1.175 4.957
C 5.390 1.924 3.271
C 5.217 1.094 2.174
C 4.931 1.641 0.934
C 4.841 3.025 0.785
C 5.045 3.840 1.895
C 5.298 3.300 3.144
N 4.766 3.751 -0.459
N 4.253 3.312 -1.507
C 3.358 2.210 -1.546
C 3.501 1.390 -2.654
C 2.760 0.228 -2.850
C 1.768 -0.129 -1.938
O 1.045 -1.195 -2.043
C 1.513 0.799 -0.863
N 0.436 0.500 -0.085
C 0.091 1.295 0.903
C 0.782 2.489 1.157
C 1.860 2.819 0.386
C 2.289 1.955 -0.649
H 5.313 0.022 2.284
H 4.820 0.978 0.088
H 5.026 4.913 1.752
H 5.455 3.941 4.001
H 4.264 1.672 -3.370
H 2.933 -0.408 -3.706
H -0.756 0.992 1.504
H 0.449 3.134 1.957
H 2.374 3.754 0.560
O -2.243 -3.464 -0.936
C -3.040 -1.269 -1.877
O -1.863 -0.556 -1.774
C -3.977 -0.526 -2.800
N -3.723 0.920 -2.576
C -3.546 1.587 -3.887
C -4.057 0.586 -4.918
C -3.671 -0.750 -4.288
H -5.009 -0.784 -2.584
H -2.204 0.386 -1.842
H -4.472 1.334 -2.039
H -2.484 1.790 -4.045
H -4.073 2.540 -3.900
H -3.622 0.739 -5.905
H -5.143 0.660 -5.011
H -2.605 -0.944 -4.428
H -4.226 -1.598 -4.684
*
```

---

# 2
This record from the OMol25 dataset describes a structure of composition C34H28CsF5N3OPTe at a distorted geometry. The level of theory is ωB97M-V with the def2-TZVPD basis set.

Calculated total energy = -2680.78326 hartree
E_LUMO = 3.8 eV
HOMO energy = -1.44 eV

Geometry as ORCA input:
```
! RIJCOSX wB97M-V def2-TZVPD def2/J DEFGRID3
* xyz -2 1
Cs 0.593 0.589 0.538
C -3.037 2.180 3.754
C -2.348 1.268 2.782
N -1.959 1.618 1.613
N -2.298 2.902 1.221
C -1.439 3.399 0.350
O -0.300 2.989 0.023
C -1.920 4.670 -0.319
C -1.353 5.031 -1.537
C -1.768 6.179 -2.196
C -2.741 6.994 -1.634
C -3.303 6.646 -0.413
C -2.901 5.488 0.236
C -2.085 -0.148 3.197
C -2.192 -0.506 4.544
C -1.945 -1.817 4.912
C -1.604 -2.736 3.933
C -1.514 -2.289 2.622
N -1.745 -1.037 2.256
H -3.394 3.060 3.226
H -2.342 2.513 4.532
H -3.871 1.684 4.254
H -0.585 4.393 -1.954
H -1.327 6.436 -3.152
H -3.059 7.894 -2.147
H -4.061 7.278 0.036
H -3.342 5.194 1.178
H -2.439 0.234 5.289
H -2.008 -2.109 5.953
H -1.398 -3.772 4.167
H -1.242 -2.968 1.820
C 4.021 0.682 -2.227
P 2.347 -0.026 -2.455
C 2.758 -1.554 -3.372
C 1.677 1.057 -3.763
C 0.987 0.535 -4.856
C 0.398 1.379 -5.787
C 0.487 2.754 -5.644
C 1.155 3.286 -4.548
C 1.736 2.444 -3.614
H 4.574 0.759 -3.167
H 4.564 0.048 -1.525
H 3.961 1.669 -1.769
H 3.306 -1.353 -4.296
H 1.852 -2.120 -3.599
H 3.378 -2.170 -2.718
H 0.860 -0.535 -4.970
H -0.153 0.950 -6.614
H 0.019 3.411 -6.367
H 1.209 4.359 -4.407
H 2.223 2.875 -2.747
Te -1.223 -2.769 -3.700
C -2.220 -4.407 -4.631
C -1.889 -4.834 -5.921
C -2.538 -5.900 -6.522
C -3.548 -6.582 -5.854
C -3.890 -6.170 -4.571
C -3.237 -5.104 -3.974
H -1.103 -4.314 -6.456
H -2.249 -6.200 -7.525
H -4.057 -7.416 -6.322
H -4.674 -6.685 -4.025
H -3.518 -4.799 -2.974
F 1.871 0.499 4.167
C 3.165 0.239 3.769
C 3.462 0.078 2.446
C 4.775 -0.180 2.174
F 5.210 -0.367 0.880
C 5.768 -0.274 3.140
F 7.068 -0.527 2.845
C 5.413 -0.100 4.467
F 6.353 -0.184 5.438
C 4.093 0.159 4.798
F 3.770 0.322 6.105
*
```

---

# 3
This record from the OMol25 dataset describes a structure of composition C34H28F12N5O5OsS. The level of theory is ωB97M-V with the def2-TZVPD basis set.

Energy relative to the best compared isomer or geometry (same formula, charge and spin) = 16.5 kcal per mole
Calculated total energy = -3649.51398 hartree
<S²> = 6.05
E_LUMO (alpha / beta) = -3.1 / -4.9 eV
HOMO energy (alpha / beta) = -10.60 / -11.12 eV

Geometry as ORCA input:
```
! RIJCOSX wB97M-V def2-TZVPD def2/J DEFGRID3
* xyz 1 5
Os 0.772 -0.399 -0.105
C -4.401 -4.125 0.340
C -3.558 -2.883 0.243
C -3.568 -2.093 -0.901
C -2.784 -0.960 -0.974
C -1.945 -0.608 0.083
N -1.056 0.491 -0.054
C -1.436 1.757 -0.314
C -2.807 2.068 -0.485
C -3.206 3.305 -0.921
C -2.265 4.304 -1.164
C -2.659 5.645 -1.706
C -0.925 4.044 -0.844
C -0.474 2.815 -0.408
C 0.961 2.694 0.170
O 1.345 1.476 0.655
C 0.987 3.682 1.389
F 1.053 4.964 1.004
F -0.113 3.533 2.125
F 2.025 3.463 2.192
C 2.081 3.163 -0.836
F 3.153 3.608 -0.177
F 2.500 2.114 -1.568
F 1.725 4.113 -1.701
C -1.883 -1.412 1.237
C -2.726 -2.515 1.298
C -0.843 -1.100 2.332
O 0.411 -0.782 1.845
C -1.353 0.046 3.253
F -0.441 0.359 4.183
F -2.483 -0.283 3.879
F -1.596 1.159 2.557
C -0.561 -2.353 3.220
F -0.234 -3.391 2.445
F -1.575 -2.724 4.002
F 0.487 -2.125 4.033
H -4.645 -4.511 -0.648
H -5.338 -3.914 0.858
H -3.884 -4.903 0.899
H -4.187 -2.369 -1.746
H -2.787 -0.345 -1.866
H -3.543 1.306 -0.273
H -4.260 3.509 -1.064
H -3.715 5.678 -1.964
H -2.076 5.881 -2.598
H -2.457 6.433 -0.977
H -0.237 4.872 -0.915
H -2.738 -3.136 2.181
C 2.703 1.491 4.696
C 3.336 0.930 3.469
C 4.315 1.544 2.729
C 4.724 0.960 1.532
N 4.228 -0.216 1.119
C 3.383 -0.839 1.901
S 2.890 -2.477 1.580
N 2.912 -0.273 3.035
C 5.780 1.565 0.674
H 3.355 2.224 5.162
H 2.463 0.707 5.413
H 1.771 1.989 4.416
H 4.718 2.493 3.049
H 2.131 -0.740 3.491
H 6.212 2.452 1.129
H 5.362 1.827 -0.299
H 6.556 0.821 0.497
O -0.236 -4.841 -1.634
C 0.324 -4.883 -2.936
N -0.709 -4.631 -3.894
C -1.231 -3.426 -4.249
O -2.225 -3.331 -4.938
C -0.534 -2.155 -3.827
C -0.504 -1.121 -4.752
C 0.007 0.107 -4.370
C 0.459 0.271 -3.076
N 0.445 -0.730 -2.181
C -0.055 -1.922 -2.552
H 0.485 -4.813 -0.992
H 0.739 -5.870 -3.146
H 1.119 -4.141 -3.044
H -1.287 -5.411 -4.172
H -0.905 -1.285 -5.744
H 0.038 0.944 -5.052
H 0.842 1.220 -2.744
H -0.105 -2.688 -1.793
O 1.828 -3.142 -0.692
C 1.927 -2.160 -0.015
*
```

---

# 4
This record from the OMol25 dataset describes a structure of composition C34H28N2O19S2 at a distorted geometry. The level of theory is ωB97M-V with the def2-TZVPD basis set.

Calculated total energy = -3647.82555 hartree
E_LUMO = -1.7 eV
HOMO energy = -9.20 eV

Geometry as ORCA input:
```
! RIJCOSX wB97M-V def2-TZVPD def2/J DEFGRID3
* xyz 0 1
O 8.674 -1.945 -2.597
S 7.357 -1.798 -3.147
O 6.621 -3.001 -2.914
O 7.403 -1.418 -4.716
C 6.580 -0.382 -2.332
C 5.028 -0.501 -2.450
C 4.350 0.775 -3.001
C 2.807 0.846 -2.699
C 2.148 -0.532 -2.778
C 1.644 -0.964 -3.951
C 0.974 -2.309 -4.022
C 0.912 -3.082 -2.922
C 1.439 -2.620 -1.684
N 1.473 -3.220 -0.506
S 2.143 -2.267 0.601
N 2.471 -0.996 -0.371
C 2.057 -1.312 -1.574
H 7.246 -0.461 -4.761
H 6.976 0.582 -2.683
H 6.885 -0.480 -1.282
H 4.660 -0.721 -1.439
H 4.739 -1.353 -3.081
H 4.825 1.697 -2.633
H 4.412 0.721 -4.102
H 2.586 1.382 -1.768
H 2.380 1.452 -3.515
H 1.679 -0.375 -4.868
H 0.540 -2.644 -4.964
H 0.438 -4.065 -2.942
C -4.237 -1.366 -3.672
C -2.993 -0.937 -3.922
C -2.473 -0.809 -5.323
O -1.341 -0.395 -5.488
C -3.350 -1.191 -6.421
C -4.593 -1.623 -6.170
C -5.123 -1.725 -4.770
O -6.266 -2.107 -4.605
O -5.428 -1.985 -7.144
O -2.149 -0.601 -2.945
H -4.624 -1.460 -2.667
H -2.958 -1.111 -7.425
H -6.254 -2.253 -6.698
H -1.320 -0.329 -3.387
C -0.768 0.281 3.772
C -1.525 1.238 4.321
C -1.437 2.666 3.869
O -2.166 3.490 4.391
C -0.480 2.999 2.824
C 0.279 2.041 2.278
C 0.171 0.612 2.713
O 0.879 -0.212 2.162
O 1.171 2.298 1.319
O -2.398 0.981 5.297
H -0.823 -0.751 4.087
H -0.414 4.033 2.517
H 1.581 1.438 1.098
H -2.815 1.837 5.512
C -6.847 4.338 0.228
C -5.624 4.316 -0.313
C -4.387 4.335 0.535
O -3.301 4.295 -0.013
C -4.547 4.404 1.980
C -5.770 4.429 2.524
C -7.007 4.383 1.676
O -8.093 4.390 2.225
O -5.961 4.494 3.842
O -5.432 4.276 -1.634
H -7.746 4.322 -0.372
H -3.647 4.434 2.580
H -6.929 4.497 3.969
H -4.464 4.267 -1.760
C 2.724 -3.767 5.554
C 2.649 -2.567 4.964
C 2.084 -1.373 5.676
O 2.059 -0.302 5.098
C 1.585 -1.555 7.032
C 1.656 -2.756 7.621
C 2.246 -3.943 6.919
O 2.300 -5.004 7.510
O 1.209 -2.966 8.859
O 3.072 -2.363 3.715
H 3.131 -4.633 5.052
H 1.164 -0.692 7.528
H 1.378 -3.909 9.045
H 2.906 -1.417 3.533
*
```

---

# 5
This record from the OMol25 dataset describes a structure of composition C34H29AsCl4F5InN2O3S3 at a distorted geometry. The level of theory is ωB97M-V with the def2-TZVPD basis set.

Energy relative to the best compared isomer or geometry (same formula, charge and spin) = 35.4 kcal per mole
Calculated total energy = -7608.84125 hartree
E_LUMO = 3.8 eV
HOMO energy = -2.08 eV

Geometry as ORCA input:
```
! RIJCOSX wB97M-V def2-TZVPD def2/J DEFGRID3
* xyz -2 1
In -2.125 -0.675 -0.774
C 1.583 -2.217 1.417
C 0.670 -2.082 0.254
N -0.104 -0.977 0.187
N 0.301 0.051 0.987
C -0.328 1.236 0.889
S -1.627 1.814 -0.110
S 0.048 2.420 2.114
C -1.340 2.071 3.257
C -0.862 2.052 4.652
C -0.617 0.813 5.312
C -0.190 0.815 6.631
C 0.202 2.026 7.288
C 0.035 3.243 6.643
C -0.526 3.259 5.372
C 0.469 -3.122 -0.723
C 1.539 -3.972 -1.060
C 1.344 -5.079 -1.846
C 0.147 -5.415 -2.447
C -0.858 -4.493 -2.372
C -0.764 -3.312 -1.521
O -1.868 -2.709 -1.337
H 1.222 -1.552 2.229
H 2.622 -2.014 1.186
H 1.537 -3.267 1.815
H -1.648 1.087 2.951
H -2.229 2.741 3.070
H -0.895 -0.160 4.852
H -0.269 -0.079 7.252
H 0.537 2.112 8.324
H 0.245 4.165 7.212
H -0.650 4.257 4.912
H 2.508 -3.627 -0.797
H 2.239 -5.753 -1.950
H 0.094 -6.313 -3.089
H -1.827 -4.545 -2.844
Cl -9.000 -0.561 0.375
C -7.285 -0.654 0.527
C -6.744 -0.947 1.834
Cl -7.820 -1.602 3.090
C -5.374 -0.865 2.011
Cl -4.655 -0.919 3.567
C -4.427 -0.795 0.948
O -3.125 -0.939 1.116
C -4.966 -0.487 -0.354
O -4.169 -0.666 -1.363
C -6.388 -0.268 -0.509
Cl -6.952 0.426 -2.033
C 6.718 -0.078 -2.072
C 6.366 1.381 -1.799
As 4.501 1.619 -1.207
C 4.142 3.547 -1.751
C 4.845 4.717 -1.085
C 4.671 1.924 0.758
C 4.415 0.581 1.478
H 7.107 -0.210 -3.125
H 5.830 -0.717 -2.085
H 7.499 -0.478 -1.424
H 6.285 1.982 -2.692
H 6.979 1.870 -1.042
H 3.061 3.777 -1.720
H 4.270 3.420 -2.804
H 5.925 4.465 -0.859
H 4.257 4.975 -0.223
H 4.902 5.512 -1.846
H 3.918 2.596 1.094
H 5.695 2.331 0.847
H 4.437 0.764 2.569
H 5.148 -0.177 1.255
H 3.397 0.182 1.367
F -5.780 -1.393 -6.486
C -4.680 -1.025 -5.803
C -4.447 0.311 -5.431
F -5.316 1.219 -5.772
C -3.325 0.615 -4.562
F -3.253 1.822 -4.039
C -2.378 -0.383 -4.315
S -0.907 -0.021 -3.391
C -2.604 -1.687 -4.869
F -1.747 -2.648 -4.560
C -3.736 -2.007 -5.588
F -3.904 -3.309 -5.961
*
```

---

# 6
This record from the OMol25 dataset describes a structure of composition C34H29AsF6N3OP2S5V at a distorted geometry. The level of theory is ωB97M-V with the def2-TZVPD basis set.

Energy relative to the best compared isomer or geometry (same formula, charge and spin) = 112.4 kcal per mole
Calculated total energy = -8005.03225 hartree
<S²> = 3.79
E_LUMO (alpha / beta) = -3.6 / -5.1 eV
HOMO energy (alpha / beta) = -10.38 / -11.23 eV

Geometry as ORCA input:
```
! RIJCOSX wB97M-V def2-TZVPD def2/J DEFGRID3
* xyz 1 4
V 0.660 0.123 0.059
S 3.991 0.558 6.447
C 3.032 0.416 5.157
S 2.208 1.758 4.416
C 1.553 0.914 3.050
C 1.883 -0.454 2.965
S 1.423 -1.506 1.718
S 2.867 -1.062 4.251
S 0.582 1.748 1.952
C 3.099 -2.443 -1.598
N 2.075 -0.180 -1.267
P -0.321 0.390 -2.387
C -0.010 -0.003 -4.121
C -0.327 -1.288 -4.557
C -0.022 -1.676 -5.856
C 0.603 -0.784 -6.715
C 0.909 0.505 -6.290
C 0.601 0.898 -4.998
C -1.160 1.995 -2.393
C -1.301 2.690 -1.188
C -1.985 3.892 -1.145
C -2.567 4.397 -2.301
C -2.476 3.690 -3.490
C -1.778 2.491 -3.540
P 2.945 0.701 0.014
C 3.192 2.240 -0.994
C 3.083 3.482 -0.154
C 3.829 4.550 -0.418
C 4.815 4.560 -1.512
C 5.040 3.491 -2.268
C 4.311 2.195 -2.084
C 4.552 0.122 0.550
C 4.777 -1.134 1.120
C 5.999 -1.412 1.708
C 6.985 -0.436 1.769
C 6.752 0.825 1.240
C 5.538 1.112 0.635
H 2.579 -2.740 -0.687
H 4.147 -2.250 -1.374
H 3.054 -3.278 -2.297
H -0.812 -1.983 -3.880
H -0.270 -2.675 -6.193
H 0.858 -1.092 -7.721
H 1.391 1.200 -6.967
H 0.836 1.906 -4.673
H -0.905 2.287 -0.266
H -2.088 4.418 -0.204
H -3.110 5.333 -2.267
H -2.954 4.068 -4.385
H -1.731 1.942 -4.470
H 2.355 3.485 0.649
H 3.724 5.444 0.186
H 5.381 5.469 -1.682
H 5.813 3.528 -3.032
H 5.034 1.389 -1.958
H 3.999 -1.882 1.122
H 6.173 -2.391 2.138
H 7.933 -0.654 2.246
H 7.513 1.592 1.300
H 5.367 2.108 0.245
F -1.120 -0.246 0.466
As -2.817 -0.686 1.473
F -1.775 -1.343 2.644
F -2.718 -2.137 0.590
F -4.248 -1.052 2.284
F -3.549 0.061 0.128
F -2.597 0.851 2.173
N 4.899 1.670 -5.462
C 4.192 0.538 -5.183
O 4.135 -0.386 -5.967
C 3.472 0.498 -3.840
C 3.235 1.831 -3.169
C 2.118 2.047 -2.099
N 1.268 0.907 -1.750
C 2.432 -1.242 -2.251
C 3.201 -0.737 -3.427
H 5.442 1.666 -6.310
H 5.110 2.366 -4.772
H 3.149 2.593 -3.942
H 1.494 2.916 -2.282
H 1.471 -1.577 -2.639
H 3.522 -1.528 -4.100
*
```

---

Among the records above, which one has the highest calculated total energy? C34H28CsF5N3OPTe

---

What is the calculated total energy in the fourth record? -3647.82555 hartree

---

Which formula does entry 4 have? C34H28N2O19S2